No. 1
Entry from the OMol25 dataset: a single C15H14N2OS2 molecule at a distorted geometry (ωB97M-V with the def2-TZVPD basis set).

Geometry (Å):
O1 -3.96 -0.86 2.90
C1 -2.93 -0.74 2.25
C2 -2.42 -1.87 1.33
N1 -0.96 -2.10 1.44
C3 -0.14 -1.10 1.10
C4 1.27 -1.40 1.25
C5 1.85 -2.63 1.47
C6 3.25 -2.61 1.84
C7 3.80 -1.35 1.85
S1 2.54 -0.19 1.46
C8 -0.60 0.23 0.65
C9 -1.53 0.98 1.33
S2 -1.83 2.55 0.56
C10 -0.74 2.13 -0.81
C11 -0.21 0.86 -0.60
C12 0.57 0.16 -1.68
C13 0.37 0.82 -3.04
C14 0.51 2.38 -2.99
C15 -0.47 2.97 -2.00
N2 -2.32 0.51 2.33
H1 -2.65 -1.69 0.30
H2 -2.97 -2.78 1.58
H3 1.25 -3.55 1.54
H4 3.79 -3.53 2.03
H5 4.82 -1.10 2.15
H6 0.18 -0.84 -1.76
H7 1.63 0.15 -1.42
H8 1.08 0.39 -3.71
H9 -0.64 0.54 -3.41
H10 1.53 2.69 -2.73
H11 0.29 2.76 -3.99
H12 -1.41 3.23 -2.46
H13 -0.05 3.86 -1.65
H14 -2.91 1.13 2.89

Results
ΔE to the lowest compared entry with this formula, charge and spin   0.162 eV
Total charge   0
SMILES   O=C1CN=C(c2cccs2)c2c(sc3c2CCCC3)N1

***

No. 2
Entry from the OMol25 dataset: a molecular structure, C15H15BrCsNO7S (ωB97M-V with the def2-TZVPD basis set).

Geometry (Å):
Cs1 -0.38 1.11 0.54
O1 3.47 1.15 1.28
C1 3.87 0.33 0.23
C2 4.52 -0.92 0.81
C3 3.53 -1.75 1.64
C4 2.56 -2.52 0.79
C5 2.93 -3.72 0.19
C6 2.02 -4.40 -0.60
C7 0.76 -3.86 -0.78
C8 0.46 -2.65 -0.15
N1 1.34 -2.00 0.62
H1 2.95 1.92 0.88
H2 4.60 0.84 -0.42
H3 3.03 0.05 -0.41
H4 5.34 -0.60 1.46
H5 4.95 -1.53 0.01
H6 2.98 -1.07 2.29
H7 4.09 -2.46 2.27
H8 3.93 -4.11 0.35
H9 2.30 -5.33 -1.08
H10 0.01 -4.34 -1.38
H11 -0.52 -2.19 -0.26
O2 1.62 5.23 0.44
S1 1.12 3.85 0.40
O3 -0.05 3.71 -0.52
O4 2.18 2.90 -0.12
O5 0.74 3.36 1.76
Br1 -6.37 4.65 -1.03
C9 -5.46 2.99 -0.87
C10 -6.19 1.84 -0.61
C11 -5.52 0.63 -0.51
C12 -4.14 0.55 -0.66
C13 -3.44 1.72 -0.93
C14 -4.08 2.95 -1.03
C15 -3.48 -0.85 -0.52
O6 -4.25 -1.82 -0.48
O7 -2.22 -0.85 -0.48
H12 -7.27 1.90 -0.49
H13 -6.06 -0.29 -0.31
H14 -2.37 1.72 -1.07
H15 -3.51 3.84 -1.22

Results
ΔE to the lowest compared entry with this formula, charge and spin   0.000 eV
Total charge   -2

***

No. 3
Entry from the OMol25 dataset: a molecular structure, C15H15CdN2O6 at a distorted geometry (ωB97M-V with the def2-TZVPD basis set).

Geometry (Å):
O1 -0.61 -0.03 -6.99
C1 -0.62 -0.33 -5.83
Cd1 0.60 -0.25 -3.66
O2 3.01 -0.32 -5.96
C2 2.40 -0.40 -4.99
C3 -3.05 -1.09 -4.48
O3 -3.14 -0.33 -3.52
C4 -1.62 -1.45 -4.90
O4 -1.11 -2.58 -4.70
C5 -0.55 1.93 -3.80
O5 -1.13 2.85 -4.14
H1 -3.85 -1.57 -5.08
C6 2.43 2.38 3.52
C7 0.96 2.01 3.68
N1 0.53 0.84 2.89
C8 0.84 -0.47 3.48
C9 -0.12 -0.77 4.64
C10 0.41 1.04 1.54
O6 0.69 2.14 1.04
C11 -0.11 -0.07 0.66
C12 -0.93 -1.14 1.05
C13 -1.32 -2.02 0.07
C14 -0.96 -1.83 -1.24
N2 -0.14 -0.83 -1.63
C15 0.20 0.11 -0.70
H2 3.09 1.54 3.77
H3 2.63 3.20 4.21
H4 2.62 2.73 2.50
H5 0.73 1.75 4.72
H6 0.33 2.84 3.33
H7 0.78 -1.26 2.72
H8 1.89 -0.45 3.84
H9 -1.17 -0.60 4.34
H10 0.01 -1.83 4.91
H11 0.13 -0.14 5.51
H12 -1.29 -1.27 2.06
H13 -1.99 -2.87 0.25
H14 -1.32 -2.48 -2.04
H15 0.75 0.99 -1.09

Results
ΔE to the lowest compared entry with this formula, charge and spin   0.000 eV
Total charge   +1

***

No. 4
Entry from the OMol25 dataset: a molecular structure, C15H15ClN4O2S at a distorted geometry (ωB97M-V with the def2-TZVPD basis set).

Geometry (Å):
O1 -1.69 0.18 0.54
C1 -2.02 -0.84 0.08
N1 -1.93 -2.10 0.67
C2 -1.35 -2.08 1.91
N2 -1.18 -3.03 2.57
N3 -0.60 -3.05 3.66
C3 -0.28 -1.87 4.00
C4 -0.09 -1.42 5.33
C5 -0.55 -0.16 5.96
C6 0.93 -0.27 5.53
H1 1.04 0.14 4.44
H2 1.62 -0.30 6.05
H3 -1.17 0.54 5.58
H4 -0.67 -0.34 7.05
H5 0.13 -2.25 5.99
S1 -0.78 -0.74 2.73
H6 -1.91 -2.81 0.20
C7 -2.35 -0.91 -1.51
H7 -3.41 -1.68 -1.51
H8 -2.74 -0.02 -1.88
C8 -1.35 -1.27 -2.43
N4 -0.15 -0.50 -2.62
C9 -0.14 0.37 -3.56
O2 -0.69 0.27 -4.59
C10 0.71 1.53 -3.44
C11 1.32 2.13 -2.17
C12 2.51 3.21 -2.18
C13 2.94 3.24 -3.48
C14 2.84 2.64 -4.68
C15 1.75 1.72 -4.53
H9 1.26 1.19 -5.50
H10 3.17 2.97 -5.54
H11 3.87 4.00 -3.46
H12 2.73 3.73 -1.33
Cl1 0.58 2.02 -0.72
H13 0.17 -0.37 -1.66
H14 -1.81 -1.36 -3.39
H15 -0.71 -2.51 -2.11

Results
ΔE to the lowest compared entry with this formula, charge and spin   11.762 eV
Total charge   0

***

What is the ΔE to the lowest compared entry with this formula, charge and spin in the third record?
0.000 eV

***

Number 3 is which compound?
C15H15CdN2O6

***

What is the ΔE to the lowest compared entry with this formula, charge and spin in the fourth record?
11.762 eV

***

Number 4 is which compound?
C15H15ClN4O2S